[1]
DFT (ωB97M-V/def2-TZVPD) results for a structure of composition C35H38Br2MgN6O3PS4.

XYZ file:
```
90
Properties=species:S:1:pos:R:3:forces:R:3:lowdin_charge:R:1
Mg -1.258426 -0.395027 -0.906077 0.0 -0.1 0.1 0.3180
C -3.213140 -2.220614 4.164415 0.0 0.0 0.0 -0.0706
C -1.721975 -1.995348 4.085753 0.0 0.0 0.0 -0.3003
O -1.468573 -0.818406 3.288233 0.1 0.0 0.0 -0.3467
P -0.482711 -0.931435 2.030448 0.0 0.2 0.0 -0.1260
S -0.515366 0.877985 1.177483 0.1 0.0 0.0 0.3670
S -0.950223 -2.411077 0.830246 0.0 0.0 -0.1 0.3522
O 0.954930 -1.223156 2.675870 -0.1 -0.1 0.1 -0.3384
C 1.471411 -0.305037 3.664843 0.0 0.1 -0.1 -0.2811
C 2.728711 -0.908505 4.240382 0.0 0.0 0.0 -0.0538
H -3.431173 -3.081107 4.798310 0.0 0.0 0.0 0.0799
H -3.613872 -2.412939 3.170114 0.0 0.0 0.0 0.0728
H -3.712808 -1.347655 4.581369 0.0 0.0 0.0 0.0801
H -1.217925 -2.859211 3.643986 0.0 0.0 0.0 0.0893
H -1.285518 -1.808860 5.070224 0.0 0.0 0.0 0.1184
H 0.712946 -0.143146 4.433853 0.0 0.0 0.0 0.1154
H 1.673928 0.654662 3.181404 0.0 -0.1 0.1 0.0769
H 2.517923 -1.837496 4.769580 0.0 0.0 0.0 0.0832
H 3.195550 -0.208457 4.933554 0.0 0.0 0.0 0.0872
H 3.442653 -1.129446 3.445063 0.0 0.0 0.0 0.0503
Br -5.598750 -3.779407 -4.773155 0.0 0.0 0.0 0.7371
C -4.356239 -2.906414 -3.644772 0.0 0.0 0.0 -0.6950
C -4.514746 -3.018731 -2.245042 0.0 0.0 -0.1 -0.1267
C -3.595998 -2.357421 -1.473697 0.0 0.0 0.2 -0.1784
N -2.589742 -1.616501 -1.952009 0.0 0.0 -0.1 -0.0244
C -2.420824 -1.526313 -3.315954 0.0 0.0 -0.1 -0.2251
C -3.336030 -2.188666 -4.181436 0.0 0.0 0.0 -0.0725
C -1.320659 -0.760802 -3.788229 0.0 0.0 -0.1 -0.2144
C -0.997776 -0.649549 -5.169013 0.0 0.0 0.0 -0.0709
C 0.047411 0.131125 -5.546031 0.0 0.0 0.0 -0.6913
Br 0.493272 0.302595 -7.376851 0.0 0.0 0.0 0.7379
C 0.824467 0.818787 -4.591925 0.0 0.0 0.0 -0.1237
C 0.482157 0.631927 -3.278940 0.0 0.1 0.1 -0.1924
N -0.537109 -0.123684 -2.853218 0.0 -0.1 0.0 -0.0016
H -5.306522 -3.601768 -1.804189 0.0 0.0 0.0 0.0914
H -3.653135 -2.414775 -0.391479 0.0 0.0 0.0 0.0909
H -3.234212 -2.114065 -5.251830 0.0 0.0 0.0 0.0936
H -1.566620 -1.186125 -5.910966 0.0 0.0 0.0 0.0937
H 1.656527 1.442853 -4.873523 0.0 0.0 0.0 0.0926
H 1.066538 1.107373 -2.499594 0.0 0.0 0.0 0.0914
C 5.313711 -4.039490 2.211712 0.0 0.0 0.0 -0.0994
C 5.459217 -3.748719 0.722893 0.0 0.0 -0.1 -0.2363
C 4.217138 -3.130545 0.098339 0.0 0.0 0.0 -0.2189
N 3.967647 -1.824097 0.679561 0.0 0.0 0.1 0.0219
C 3.064239 -0.964690 0.216356 0.1 0.2 0.0 -0.8153
S 2.051771 -1.295776 -1.051581 0.0 0.0 0.0 0.7352
N 2.984953 0.271220 0.866326 -0.1 -0.1 -0.1 0.1063
C 3.905854 0.970093 1.621388 0.1 0.1 0.0 -0.4300
O 3.535960 1.841207 2.381412 0.0 0.0 0.0 0.0915
C 5.362246 0.678777 1.432453 0.0 -0.1 0.0 -0.1675
C 6.167902 0.614204 2.563556 0.0 0.0 -0.1 -0.0221
C 7.524672 0.357127 2.429743 0.0 0.0 0.0 -0.0687
C 8.076865 0.199088 1.167321 0.0 0.0 0.0 -0.0788
C 7.276650 0.291972 0.035279 0.0 0.0 0.0 -0.0689
C 5.917100 0.520256 0.165671 0.0 0.0 0.0 -0.0277
H 6.179462 -4.579324 2.592265 0.0 0.0 0.0 0.0725
H 4.426524 -4.643419 2.405246 0.0 0.0 0.0 0.0797
H 5.225746 -3.129528 2.808870 0.0 0.0 0.0 0.0571
H 5.670902 -4.677379 0.188955 0.0 0.0 0.0 0.1110
H 6.314905 -3.090080 0.547317 0.0 0.0 0.0 0.1059
H 3.338416 -3.762818 0.259183 0.0 0.0 0.0 0.1230
H 4.331672 -3.011998 -0.980788 0.0 0.0 0.0 0.1033
H 4.504373 -1.570061 1.493096 0.0 0.0 0.0 0.1066
H 2.052188 0.680176 0.838929 0.0 0.0 0.0 0.0589
H 5.721279 0.770415 3.536330 0.0 0.0 0.0 0.1182
H 8.150697 0.290548 3.308469 0.0 0.0 0.0 0.1052
H 9.136875 0.012029 1.062691 0.0 0.0 0.0 0.1043
H 7.712506 0.181821 -0.948152 0.0 0.0 0.0 0.1068
H 5.286154 0.576815 -0.712454 0.0 0.0 0.0 0.1232
S -4.970774 5.014572 -2.816068 0.0 0.0 0.0 0.9906
C -4.069862 3.590921 -2.226556 0.0 0.0 0.0 -0.5004
C -2.773021 3.728468 -1.751344 0.0 0.0 0.0 -0.0542
C -2.102486 2.597964 -1.322912 0.0 0.0 0.0 -0.1370
N -2.639052 1.378400 -1.346352 0.1 -0.1 0.1 0.0115
C -3.881453 1.249944 -1.812536 0.0 0.0 0.0 -0.0887
C -4.630815 2.323923 -2.263199 0.0 -0.1 0.0 -0.0476
C -6.092388 5.204225 -1.442235 -0.1 0.0 0.1 -0.5230
C -7.356619 4.634533 -1.462812 0.0 0.0 -0.1 -0.0827
C -8.190426 4.836348 -0.373668 -0.1 0.0 0.0 -0.1409
N -7.852948 5.553273 0.692615 0.0 0.0 0.0 0.0639
C -6.643093 6.100912 0.696394 0.1 0.0 0.0 -0.1399
C -5.729894 5.960248 -0.337966 0.0 0.0 0.0 -0.0768
H -2.293480 4.695736 -1.715680 0.0 0.0 0.0 0.1103
H -1.092250 2.673578 -0.939473 0.0 0.0 0.0 0.0880
H -4.283115 0.245903 -1.840898 0.0 0.0 0.0 0.1096
H -5.628365 2.165248 -2.646354 0.0 0.0 0.0 0.1113
H -7.690553 4.054474 -2.311238 0.0 0.0 0.0 0.1034
H -9.182523 4.401444 -0.363377 0.0 0.0 0.0 0.1072
H -6.384636 6.686009 1.570297 0.0 0.0 0.0 0.1072
H -4.758226 6.429890 -0.284221 0.0 0.0 0.0 0.1054
```
Positions in Å, forces in eV/Å.

## Properties
Calculated total energy   -9193.2750 hartree
Multiplicity   2
Frontier orbital gap (alpha / beta)   0.1879 / 0.2993 Ha
E_HOMO (alpha / beta)   -5.224 / -8.284 eV
E_LUMO (alpha / beta)   -0.113 / -0.139 eV
F_max   0.2 eV/Å
Energy relative to the best compared isomer or geometry (same formula, charge and spin)   18.33 kcal per mole

[2]
DFT (ωB97M-V/def2-TZVPD) results for the ion C3H7NO2 with charge +1 in a non-equilibrium geometry.

XYZ file:
```
13
Properties=species:S:1:pos:R:3:forces:R:3:lowdin_charge:R:1
C -0.486298 -0.600938 -0.421833 0.1 0.0 1.1 -0.1425
N 0.578553 0.301978 0.001399 0.6 -1.2 -1.4 0.2863
C 1.101445 0.280510 1.284003 0.5 0.7 2.1 -0.5133
O 2.287163 0.882231 1.373885 -0.5 -0.5 -0.7 0.1880
O 0.508684 -0.226469 2.196668 -0.3 -0.4 -0.2 0.2422
C -1.605220 0.084862 -1.193070 0.3 -0.5 -0.1 -0.0132
H -0.846305 -1.117108 0.460479 -0.2 0.3 0.3 0.1330
H 0.043746 -1.403365 -0.961189 0.0 0.3 -0.6 0.1751
H 1.321729 0.518343 -0.676897 -0.6 0.5 -0.3 0.2053
H 2.669527 0.595439 2.219096 0.2 0.3 0.2 0.1657
H -2.183202 -0.696760 -1.661612 -0.6 -0.2 0.4 0.1005
H -2.163127 0.791244 -0.588299 -0.2 -0.3 0.2 0.1032
H -1.226694 0.590032 -2.032629 0.7 1.0 -1.1 0.0698
```
Positions in Å, forces in eV/Å.

## Properties
Total charge   +1
Calculated total energy   -323.4123 hartree
Multiplicity   2
Frontier orbital gap (alpha / beta)   0.5042 / 0.2702 Ha
E_HOMO (alpha / beta)   -17.251 / -16.973 eV
E_LUMO (alpha / beta)   -3.530 / -9.620 eV
F_max   2.3 eV/Å
Energy relative to the best compared isomer or geometry (same formula, charge and spin)   11.91 kcal per mole